Record 1
Entry from the Open Molecules 2025 dataset: an isolated molecule of C7H6N2O2 at a distorted geometry (ωB97M-V with the def2-TZVPD basis set).

- charge = 0
- HOMO level (eV) = -8.91
- relative energy (zero: lowest compared OMol25 entry of this formula, charge and spin) (kcal per mole) = 131.85
- E_tot (eV) = -14426.4130
- SMILES = Cc1cc(O)oc2nncc1-2

Each line ends with the Mulliken charge.
Geometry (Å):
1 C -0.79 -2.34 1.49  -1.143
2 C -0.29 -1.04 0.74  0.796
3 C -0.99 0.07 1.44  -0.555
4 C -0.77 1.26 0.96  0.333
5 O -1.34 2.47 1.22  -0.575
6 O 0.11 1.47 0.05  -0.299
7 C 0.70 0.55 -0.69  0.460
8 N 1.33 0.67 -1.86  -0.567
9 N 1.45 -0.64 -2.35  -0.328
10 C 1.13 -1.51 -1.45  -0.661
11 C 0.37 -0.80 -0.45  0.677
12 H -1.02 -3.39 0.80  0.289
13 H -0.14 -2.69 2.38  0.266
14 H -1.96 -2.20 1.83  0.316
15 H -1.63 -0.39 2.29  0.283
16 H -2.39 2.33 1.57  0.387
17 H 1.35 -2.62 -1.81  0.320


Record 2
Entry from the Open Molecules 2025 dataset: an isolated molecule of C5H12N2O at a distorted geometry (ωB97M-V with the def2-TZVPD basis set).

- charge = 0
- HOMO level (eV) = -9.19
- relative energy (zero: lowest compared OMol25 entry of this formula, charge and spin) (kcal per mole) = 71.19
- E_tot (eV) = -10405.3370
- SMILES = [H]/N=N/C(C)(C)OCC

Each line ends with the Mulliken charge.
Geometry (Å):
1 H -0.13 2.71 1.44  0.246
2 N -0.11 2.13 0.60  -0.627
3 N 0.53 1.07 0.79  -0.036
4 C 0.62 0.17 -0.39  1.454
5 C 1.69 -0.88 -0.03  -1.528
6 C 1.12 0.96 -1.61  -1.540
7 O -0.52 -0.59 -0.82  -0.381
8 C -1.72 -0.46 -0.07  -0.281
9 C -1.63 -1.05 1.33  -1.063
10 H 1.89 -1.55 -0.88  0.347
11 H 2.63 -0.42 0.28  0.349
12 H 1.34 -1.52 0.79  0.335
13 H 1.86 1.71 -1.34  0.405
14 H 1.57 0.29 -2.36  0.362
15 H 0.28 1.46 -2.11  0.339
16 H -2.07 0.58 -0.05  0.308
17 H -2.48 -1.02 -0.62  0.365
18 H -1.01 -1.95 1.34  0.239
19 H -2.63 -1.31 1.70  0.393
20 H -1.20 -0.34 2.03  0.315


Record 3
Entry from the Open Molecules 2025 dataset: an isolated molecule of C12H11F3N4O6S3 at a distorted geometry (ωB97M-V with the def2-TZVPD basis set).

- charge = 0
- HOMO level (eV) = -9.02
- relative energy (zero: lowest compared OMol25 entry of this formula, charge and spin) (kcal per mole) = 52.83
- E_tot (eV) = -71519.1576

Each line ends with the Mulliken charge.
Geometry (Å):
1 O 2.83 -5.24 0.64  -0.622
2 O 1.49 4.61 -2.32  -0.588
3 O -2.30 -3.48 2.83  -0.493
4 O -2.12 -1.80 4.21  -0.549
5 O 2.51 -1.58 -0.91  -0.852
6 F -4.54 1.95 -1.55  -0.240
7 F -4.91 0.60 0.23  -0.233
8 F -3.32 2.16 0.17  -0.194
9 O 1.36 5.23 -0.20  -0.431
10 S 1.01 -3.54 1.78  -0.158
11 S -2.83 0.01 -1.39  -0.144
12 S 0.23 1.15 0.88  -0.254
13 C 2.96 -4.16 0.12  0.063
14 C 1.14 4.41 -1.17  0.262
15 C -1.70 -0.31 -0.12  -0.424
16 C 0.48 -1.47 0.32  -1.717
17 C -2.13 -1.00 1.03  -1.070
18 C -0.06 -2.20 1.33  1.073
19 C 1.92 -3.18 0.46  0.610
20 N 4.05 -3.90 -0.65  -0.389
21 N -0.20 2.45 -2.20  -0.633
22 N -1.91 -2.30 3.11  0.843
23 N 1.61 -2.03 -0.13  0.671
24 C -3.95 1.23 -0.59  0.795
25 C -0.18 -0.18 -0.26  0.222
26 C -1.15 -1.54 2.12  0.319
27 C 1.23 2.13 -0.34  -0.816
28 C 0.27 3.08 -0.97  0.567
29 H 1.70 6.09 -0.58  0.382
30 H -3.11 -1.37 1.01  0.595
31 H 4.61 -4.60 -1.01  0.258
32 H 3.95 -3.08 -1.27  0.262
33 H -1.06 1.94 -1.99  0.018
34 H -0.39 3.24 -2.71  0.278
35 H 0.11 -0.08 -1.33  1.072
36 H -0.77 -0.70 2.73  0.305
37 H 1.76 1.40 -1.08  0.360
38 H 2.00 2.75 0.18  0.531
39 H -0.62 3.31 -0.35  0.323


Record 4
Entry from the Open Molecules 2025 dataset: an isolated molecule of C7H9N3O at a distorted geometry (ωB97M-V with the def2-TZVPD basis set).

- charge = 0
- HOMO level (alpha / beta) (eV) = -6.30 / -9.45
- relative energy (zero: lowest compared OMol25 entry of this formula, charge and spin) (kcal per mole) = 128.98
- expectation value of S² = 2.012
- E_tot (eV) = -13913.0893
- 2S+1 = 3

Each line ends with the Mulliken charge.
Geometry (Å):
1 C -1.09 0.26 1.30  -0.413
2 C 0.60 -0.68 -0.86  0.321
3 C 0.62 0.33 2.76  0.299
4 C -1.55 0.24 -0.16  -0.683
5 C 1.91 -1.15 -0.42  -0.417
6 C -0.37 0.39 -1.04  0.631
7 C -0.73 0.40 -2.55  -1.233
8 N 0.15 0.29 1.58  -0.232
9 N 0.74 -1.97 -0.84  -0.632
10 N 1.45 0.44 3.63  0.429
11 O 1.98 0.43 4.68  -0.527
12 H -1.92 0.37 2.08  0.327
13 H -2.23 -0.71 -0.35  0.235
14 H -2.35 1.09 -0.17  0.340
15 H 2.83 -1.12 -1.15  0.155
16 H 2.29 -1.20 0.56  0.216
17 H 0.05 1.39 -0.68  0.192
18 H 0.32 0.61 -3.02  0.335
19 H -1.53 1.22 -2.62  0.350
20 H -1.18 -0.63 -2.75  0.308


Record 5
Entry from the Open Molecules 2025 dataset: an isolated molecule of C5H8O (ωB97M-V with the def2-TZVPD basis set).

- charge = 0
- HOMO level (eV) = -9.71
- relative energy (zero: lowest compared OMol25 entry of this formula, charge and spin) (kcal per mole) = 26.80
- E_tot (eV) = -7361.0929
- SMILES = CC(=O)C1CC1

Each line ends with the Mulliken charge.
Geometry (Å):
1 C -2.04 0.43 0.05  -1.054
2 C -0.78 -0.01 0.81  0.316
3 O -0.72 0.06 2.02  -0.535
4 C 0.39 -0.63 0.04  0.152
5 C 1.21 0.02 -1.06  -0.548
6 C 1.75 -0.11 0.34  -0.583
7 H -1.89 1.35 -0.53  0.286
8 H -2.38 -0.35 -0.64  0.317
9 H -2.80 0.60 0.82  0.323
10 H 0.30 -1.71 -0.06  0.357
11 H 0.95 1.02 -1.43  0.238
12 H 1.66 -0.60 -1.83  0.248
13 H 2.54 -0.84 0.53  0.254
14 H 1.81 0.78 0.95  0.229


Record 6
Entry from the Open Molecules 2025 dataset: a structure of composition C3H4BrN at a distorted geometry (ωB97M-V with the def2-TZVPD basis set).

- charge = 0
- HOMO level (alpha / beta) (eV) = -10.29 / -8.70
- relative energy (zero: lowest compared OMol25 entry of this formula, charge and spin) (kcal per mole) = 98.61
- E_tot (eV) = -74703.5505

Each line ends with the Mulliken charge.
Geometry (Å):
1 C 0.52 0.29 0.85  -0.094
2 C -0.84 0.80 -0.48  -0.117
3 C 0.70 0.98 -0.38  -0.412
4 N -0.74 -0.03 0.69  -0.530
5 Br 2.34 -0.20 -3.59  -0.010
6 H 1.28 0.01 1.46  0.393
7 H -1.34 1.72 -0.32  0.221
8 H -1.16 0.32 -1.44  0.216
9 H 1.62 1.16 -0.98  0.333